Record 1
This record from the Open Molecules 2025 dataset describes C30H46AlBrFN7O4P as an isolated structure. The level of theory is ωB97M-V/def2-TZVPD.

Calculated values
LUMO energy in eV: 2.0351
Net charge: -1

Each line ends with the Mulliken charge.
Geometry (Å):
C: 8.709 0.354 -3.184  -1.114
P: 7.318 1.570 -3.579  0.244
O: 7.229 1.492 -5.287  -0.451
Al: 5.433 0.572 -2.572  -0.710
C: 4.728 -1.063 -3.571  -0.197
C: 3.760 -0.770 -4.677  0.154
O: 2.750 -1.396 -4.811  -0.532
Br: 4.106 0.648 -5.990  -0.236
C: 6.128 -0.171 -0.758  0.456
O: 5.558 -1.115 -0.263  -0.641
N: 7.323 0.368 -0.067  -0.123
C: 7.109 1.535 0.647  0.513
O: 7.904 1.942 1.457  -0.579
F: 5.994 2.215 0.420  -0.136
C: 3.959 1.901 -2.160  0.615
C: 4.132 3.276 -2.137  -0.285
C: 3.149 4.175 -1.827  -0.694
C: 1.917 3.622 -1.527  -0.355
C: 1.813 2.266 -1.606  -0.272
N: 2.747 1.388 -1.902  -0.218
H: 8.269 -0.588 -2.832  0.204
H: 9.256 0.086 -4.092  0.402
H: 9.356 0.716 -2.390  0.271
H: 8.067 1.125 -5.578  0.228
H: 4.236 -1.776 -2.910  0.305
H: 5.593 -1.586 -3.998  0.384
H: 7.700 -0.309 0.592  0.316
H: 5.124 3.661 -2.355  0.273
H: 3.324 5.240 -1.790  0.420
H: 1.077 4.240 -1.248  0.400
H: 0.827 1.848 -1.401  0.294
C: -1.556 -0.453 0.494  -1.041
C: -3.029 -0.071 0.392  -0.119
C: -3.465 0.113 -1.064  -0.113
C: -2.679 1.174 -1.699  0.328
N: -2.058 1.986 -2.225  -0.569
H: -0.913 0.334 0.093  0.230
H: -1.270 -0.605 1.537  0.454
H: -1.352 -1.373 -0.050  0.106
H: -3.206 0.849 0.955  0.036
H: -3.640 -0.848 0.855  0.382
H: -4.523 0.373 -1.118  0.377
H: -3.316 -0.811 -1.623  -0.087
C: -0.337 -3.455 -4.208  -1.170
C: -0.821 -2.427 -5.224  -0.486
C: -1.744 -1.370 -4.608  -0.125
C: -2.951 -1.994 -4.040  0.287
N: -3.892 -2.472 -3.583  -0.571
H: -1.169 -4.025 -3.788  0.436
H: 0.340 -4.167 -4.683  0.367
H: 0.197 -2.975 -3.388  0.208
H: -1.342 -2.941 -6.036  0.310
H: 0.043 -1.925 -5.663  0.311
H: -2.052 -0.647 -5.364  0.350
H: -1.225 -0.829 -3.815  0.124
C: -8.037 2.730 2.195  -1.197
C: -6.677 3.366 2.463  -0.579
C: -5.514 2.554 1.885  -0.228
C: -5.476 1.214 2.483  0.320
N: -5.464 0.174 2.972  -0.618
H: -8.120 1.751 2.668  0.343
H: -8.834 3.355 2.597  0.350
H: -8.210 2.609 1.123  0.302
H: -6.541 3.482 3.540  0.278
H: -6.656 4.367 2.028  0.358
H: -4.566 3.052 2.090  0.376
H: -5.615 2.452 0.803  0.327
C: -5.372 0.147 8.713  -1.143
C: -5.762 -0.527 7.401  -0.494
C: -4.924 -0.049 6.210  -0.228
C: -5.098 1.395 6.005  0.295
N: -5.245 2.525 5.847  -0.511
H: -5.537 1.225 8.673  0.343
H: -5.972 -0.244 9.535  0.336
H: -4.320 -0.030 8.947  0.292
H: -6.819 -0.339 7.203  0.297
H: -5.641 -1.607 7.504  0.327
H: -5.229 -0.564 5.299  0.215
H: -3.866 -0.256 6.378  0.286
C: 3.362 -2.937 0.818  -0.876
C: 2.325 -3.020 1.934  -0.446
C: 1.168 -3.972 1.606  -0.468
C: 0.462 -3.516 0.403  0.254
N: -0.091 -3.139 -0.531  -0.490
H: 2.930 -2.539 -0.101  0.247
H: 4.179 -2.275 1.100  0.257
H: 3.783 -3.922 0.601  0.285
H: 1.933 -2.020 2.132  0.279
H: 2.811 -3.361 2.852  0.349
H: 0.458 -4.010 2.434  0.299
H: 1.540 -4.982 1.433  0.300

---

Record 2
This record from the Open Molecules 2025 dataset describes C30H46BCl3LuN2OP2 as an isolated structure. The level of theory is ωB97M-V/def2-TZVPD.

Calculated values
LUMO energy in eV: -2.6545
Net charge: +1

Each line ends with the Mulliken charge.
Geometry (Å):
Lu: 11.574 10.820 10.750  1.043
C: 15.706 10.348 9.402  -2.222
C: 15.267 10.197 10.845  2.295
C: 14.226 9.041 10.836  -1.735
C: 16.396 9.710 11.787  -1.874
P: 14.263 11.748 11.361  -0.148
C: 14.219 11.693 13.303  -1.206
N: 13.253 10.745 13.776  0.349
B: 12.020 10.423 13.099  -0.014
N: 11.373 9.445 13.892  0.658
C: 10.090 8.821 13.615  -1.821
P: 9.590 9.121 11.837  0.883
C: 7.969 10.075 11.875  1.944
C: 6.709 9.431 12.455  -1.975
C: 7.664 10.518 10.430  -1.854
C: 8.298 11.274 12.742  -1.869
C: 9.334 7.399 11.163  1.490
C: 8.354 6.522 11.953  -1.567
C: 8.879 7.437 9.713  -1.853
C: 10.712 6.757 11.206  -1.720
C: 12.139 9.239 15.060  0.230
C: 11.945 8.377 16.108  -0.560
C: 12.853 8.387 17.172  -0.706
C: 13.942 9.238 17.152  -0.768
C: 14.250 10.019 16.011  -0.592
C: 13.324 10.044 14.963  0.474
C: 15.158 13.361 10.946  1.888
C: 14.562 14.475 11.782  -1.980
C: 16.654 13.263 11.332  -1.563
C: 15.012 13.676 9.459  -1.724
H: 16.077 9.362 9.122  0.551
H: 16.535 11.046 9.293  0.417
H: 14.933 10.577 8.720  0.411
H: 14.681 8.030 10.785  0.621
H: 13.487 9.123 9.989  -0.051
H: 13.631 9.081 11.772  0.583
H: 16.776 8.741 11.474  0.526
H: 16.034 9.490 12.780  0.469
H: 17.247 10.396 11.788  0.317
H: 14.074 12.691 13.715  0.297
H: 15.217 11.327 13.568  0.449
H: 9.253 9.146 14.251  0.558
H: 10.154 7.713 13.714  0.698
H: 6.371 8.611 11.831  0.480
H: 5.887 10.154 12.432  0.488
H: 6.776 9.055 13.483  0.301
H: 7.200 9.705 9.827  0.278
H: 8.556 10.939 9.935  0.273
H: 6.903 11.296 10.482  0.619
H: 8.456 11.010 13.752  0.398
H: 7.464 11.966 12.661  0.607
H: 9.197 11.805 12.363  0.242
H: 7.387 6.971 12.055  0.252
H: 8.742 6.377 12.969  0.320
H: 8.246 5.566 11.498  0.537
H: 7.839 7.762 9.628  0.316
H: 8.963 6.476 9.245  0.529
H: 9.494 8.074 9.087  0.302
H: 11.163 6.777 12.195  0.278
H: 11.418 7.171 10.448  0.175
H: 10.542 5.740 10.949  0.665
H: 11.065 7.779 16.113  0.515
H: 12.651 7.660 18.002  0.334
H: 14.610 9.306 17.999  0.404
H: 15.139 10.645 15.982  0.441
H: 14.906 14.463 12.810  0.408
H: 13.459 14.476 11.670  0.354
H: 14.921 15.455 11.377  0.552
H: 16.670 12.881 12.372  0.320
H: 17.129 14.239 11.310  0.517
H: 17.182 12.586 10.672  0.244
H: 13.976 13.753 9.192  0.271
H: 15.471 12.915 8.781  0.260
H: 15.511 14.643 9.334  0.554
Cl: 8.156 14.851 5.555  -0.196
C: 8.942 14.202 6.874  0.379
C: 9.565 12.962 6.763  -0.961
C: 10.081 12.430 7.937  1.366
Cl: 10.610 10.744 7.859  -0.167
C: 10.010 13.057 9.181  -1.276
O: 10.507 12.459 10.267  -0.294
C: 9.399 14.314 9.208  0.388
Cl: 9.305 15.139 10.748  -0.181
C: 8.893 14.890 8.077  -0.553
H: 9.614 12.368 5.855  0.462
H: 8.447 15.877 8.140  0.453

---

Record 3
This record from the Open Molecules 2025 dataset describes C30H46Cl2MgN5O10Si as an isolated structure. The level of theory is ωB97M-V/def2-TZVPD.

Calculated values
LUMO energy in eV: 0.7842
Net charge: -1

Each line ends with the Mulliken charge.
Geometry (Å):
C: -0.931 -0.445 -4.160  -1.178
C: -0.500 -1.767 -3.617  0.349
H: -0.553 -0.286 -5.177  0.396
H: -0.578 0.372 -3.503  -0.147
H: -2.031 -0.377 -4.192  0.304
C: -0.019 -2.776 -4.358  0.172
C: 0.143 -2.770 -5.842  -1.523
H: 0.294 -3.703 -3.874  0.367
H: -0.091 -1.806 -6.308  0.358
H: -0.516 -3.518 -6.302  0.315
H: 1.167 -3.050 -6.130  0.275
Mg: 0.622 0.277 -0.045  2.124
Cl: -0.178 1.966 -1.680  -0.962
C: 0.418 -2.265 1.484  -0.039
O: 1.258 -1.375 1.249  -1.158
N: 0.586 -3.263 2.373  0.780
C: 1.902 -3.513 2.944  -1.109
C: -0.440 -4.275 2.630  -1.053
H: -0.562 -2.294 0.970  0.526
H: 2.541 -2.651 2.739  0.284
H: 2.331 -4.421 2.497  0.266
H: 1.787 -3.671 4.023  0.293
H: -1.359 -4.017 2.089  0.311
H: -0.651 -4.320 3.709  0.325
H: -0.096 -5.263 2.292  0.364
H: 1.239 3.159 4.492  0.299
H: -0.639 4.260 3.917  0.323
C: 1.730 3.216 3.514  -0.930
C: -0.303 4.480 2.894  -0.992
N: 0.716 3.517 2.511  0.392
H: 2.218 2.276 3.257  0.214
C: 0.673 2.843 1.356  0.230
O: 1.414 1.878 1.085  -0.930
H: -1.143 4.403 2.194  0.326
H: -0.100 3.174 0.634  0.146
H: 2.469 4.030 3.537  0.337
H: 0.100 5.503 2.858  0.313
H: 1.961 -0.177 -3.989  0.101
H: 2.902 -2.648 -3.672  0.084
C: 2.779 0.171 -3.345  -0.732
C: 3.726 -2.111 -3.175  -0.751
N: 3.221 -0.927 -2.500  0.385
H: 2.427 0.994 -2.718  0.138
C: 3.282 -0.810 -1.158  -0.001
O: 2.718 0.083 -0.511  -0.566
H: 4.184 -2.774 -2.430  0.288
H: 3.913 -1.593 -0.682  0.213
H: 3.612 0.490 -3.991  0.387
H: 4.470 -1.835 -3.937  0.345
O: 0.286 -1.167 -1.433  -0.156
C: -0.622 -1.899 -2.091  0.085
C: 0.661 -3.950 -1.323  0.318
C: -0.578 -3.357 -1.575  -0.113
H: 1.570 -3.372 -1.513  0.047
C: 0.720 -5.246 -0.800  -0.612
H: -1.635 -1.493 -1.889  0.313
C: -1.761 -4.053 -1.336  -0.215
H: 1.694 -5.683 -0.561  0.398
C: -0.463 -5.959 -0.581  -0.567
C: -1.703 -5.370 -0.865  -0.690
H: -2.711 -3.541 -1.531  0.401
H: -0.422 -6.983 -0.198  0.380
H: -2.630 -5.923 -0.701  0.342
Si: 0.209 6.528 -3.429  0.499
Cl: -0.076 5.627 -5.288  -0.351
C: 2.050 6.457 -3.105  -0.902
C: -0.838 5.538 -2.248  -0.358
C: -0.346 8.318 -3.573  -0.940
H: 2.404 5.419 -3.134  0.265
H: 2.290 6.882 -2.122  0.319
H: 2.593 7.031 -3.868  0.263
H: 0.259 8.859 -4.313  0.253
H: -0.243 8.838 -2.611  0.321
H: -1.396 8.382 -3.883  0.254
H: -0.521 4.484 -2.183  -0.127
H: -1.884 5.556 -2.583  0.291
H: -0.794 5.971 -1.239  0.255
O: -0.012 0.751 3.240  -0.701
C: -0.952 0.252 2.583  0.749
O: -1.092 0.184 1.320  -1.040
C: -2.014 -0.313 3.543  0.218
C: -1.717 -1.407 4.361  -0.397
C: -2.439 -1.613 5.558  -0.475
C: -3.515 -0.779 5.893  -0.370
C: -3.890 0.222 4.985  -0.360
C: -3.181 0.409 3.776  -0.284
N: -4.943 1.144 5.340  0.971
O: -5.460 1.037 6.472  -0.606
O: -5.274 2.023 4.518  -0.594
N: -1.927 -2.558 6.523  0.956
O: -0.985 -3.316 6.188  -0.595
O: -2.427 -2.558 7.667  -0.608
H: -0.877 -2.060 4.139  0.748
H: -4.009 -0.865 6.858  0.570
H: -3.511 1.160 3.063  0.586

---

Record 4
This record from the Open Molecules 2025 dataset describes C30H46Cl2N3O6SbSi3V as an isolated structure. The level of theory is ωB97M-V/def2-TZVPD.

Calculated values
LUMO energy (alpha / beta) in eV: -1.1143 / -0.5481
Net charge: 0
Relative energy (zero: lowest compared OMol25 entry of this formula, charge and spin) in kcal per mole: 18.4
Spin multiplicity: 2

Each line ends with the Mulliken spin population.
Geometry (Å):
V: -0.969 -0.176 -0.723  1.143
C: -1.337 -2.435 -4.189  -0.002
C: -1.910 -1.663 -3.051  -0.007
O: -1.075 -0.877 -2.452  -0.013
C: -3.220 -1.747 -2.661  0.009
C: -3.757 -0.934 -1.635  -0.005
C: -5.233 -0.978 -1.394  -0.003
N: -2.999 -0.148 -0.901  -0.024
N: -3.687 0.619 0.033  -0.020
C: -2.851 1.057 0.899  0.018
O: -1.569 0.754 0.801  -0.014
C: -3.293 1.905 2.026  0.001
C: -4.619 2.328 2.109  0.002
C: -5.025 3.123 3.166  -0.002
C: -4.116 3.501 4.148  0.003
C: -2.797 3.082 4.066  -0.002
C: -2.387 2.287 3.006  0.001
H: -0.655 -3.177 -3.769  0.000
H: -0.753 -1.771 -4.828  -0.001
H: -2.112 -2.932 -4.769  -0.001
H: -3.892 -2.385 -3.214  0.000
H: -5.715 -1.631 -2.117  0.000
H: -5.659 0.023 -1.449  0.000
H: -5.407 -1.352 -0.385  0.000
H: -5.315 2.027 1.338  0.000
H: -6.055 3.452 3.227  0.000
H: -4.438 4.123 4.973  0.000
H: -2.086 3.379 4.826  0.000
H: -1.361 1.961 2.923  0.003
Cl: 1.442 2.971 -7.311  0.001
C: 1.375 2.087 -5.815  0.004
C: 2.157 0.910 -5.685  0.001
C: 2.151 0.195 -4.533  -0.002
Cl: 3.081 -1.262 -4.417  0.000
C: 1.372 0.586 -3.366  0.004
O: 1.444 -0.027 -2.289  0.016
C: 0.522 1.738 -3.589  0.004
C: -0.402 2.160 -2.628  0.008
O: -0.712 1.591 -1.554  -0.037
C: 0.577 2.487 -4.800  0.000
H: 2.764 0.577 -6.516  0.000
H: -0.928 3.101 -2.836  0.001
H: -0.045 3.367 -4.908  0.000
N: -3.292 -2.883 0.889  0.001
C: -2.340 -3.819 0.302  0.000
C: -1.216 -3.129 -0.451  0.023
O: -0.604 -3.691 -1.330  0.002
O: -0.913 -1.925 -0.003  -0.054
H: -2.794 -2.149 1.378  0.002
H: -3.877 -3.355 1.566  0.000
H: -2.843 -4.465 -0.417  0.000
H: -1.842 -4.472 1.033  0.000
C: -0.667 -0.923 3.561  -0.002
Si: 1.064 -1.244 2.926  0.000
C: 2.308 -0.728 4.231  -0.003
C: 1.243 -3.070 2.525  0.002
Sb: 1.430 -0.003 0.721  -0.043
Si: 2.304 2.350 1.157  -0.005
C: 2.637 3.116 -0.516  0.000
C: 3.888 2.254 2.154  -0.004
C: 1.003 3.332 2.071  0.001
Si: 3.494 -1.205 -0.202  -0.006
C: 4.584 -1.675 1.262  -0.004
C: 4.512 -0.021 -1.233  0.000
C: 2.918 -2.733 -1.094  -0.001
H: -0.941 -1.667 4.313  0.000
H: -1.391 -0.966 2.746  0.003
H: -0.747 0.064 4.020  0.000
H: 2.184 -1.327 5.137  0.000
H: 2.163 0.321 4.503  0.000
H: 3.334 -0.847 3.880  0.000
H: 0.799 -3.670 3.324  0.000
H: 2.287 -3.371 2.424  0.000
H: 0.735 -3.315 1.591  0.000
H: 3.458 2.617 -1.032  0.000
H: 2.895 4.173 -0.400  0.000
H: 1.756 3.050 -1.158  0.000
H: 4.648 1.679 1.622  0.001
H: 3.723 1.778 3.123  0.001
H: 4.291 3.255 2.332  0.000
H: 0.047 3.281 1.546  0.000
H: 1.291 4.382 2.157  0.000
H: 0.855 2.939 3.080  0.000
H: 4.878 -0.797 1.841  0.001
H: 5.498 -2.143 0.885  0.000
H: 4.108 -2.385 1.939  0.000
H: 4.977 0.735 -0.596  0.000
H: 3.918 0.473 -1.999  0.000
H: 5.313 -0.574 -1.732  0.000
H: 2.516 -3.466 -0.393  0.000
H: 3.760 -3.188 -1.624  0.000
H: 2.143 -2.488 -1.819  0.000

---

Record 5
This record from the Open Molecules 2025 dataset describes a 3-piece molecular cluster, C30H46F3N2O7P overall. The level of theory is ωB97M-V/def2-TZVPD.

Calculated values
LUMO energy in eV: -1.1361
Net charge: 0
Relative energy (zero: lowest compared OMol25 entry of this formula, charge and spin) in kcal per mole: 0.0

Each line ends with the Mulliken charge.
Geometry (Å):
C: -6.277 -1.826 6.934  0.094
C: -6.559 -2.990 6.877  -0.355
C: -6.980 -4.373 6.685  -0.846
C: -5.800 -5.356 6.604  -0.900
C: -4.594 -4.911 5.779  -0.629
C: -4.728 -5.027 4.285  0.661
C: -5.802 -4.720 3.564  -0.464
C: -5.760 -4.880 2.091  -0.472
O: -6.713 -5.210 1.429  -0.554
C: -4.422 -4.595 1.478  0.531
C: -4.344 -4.023 0.243  -1.140
C: -3.095 -3.741 -0.286  0.104
C: -3.111 -3.070 -1.655  0.545
F: -2.763 -1.754 -1.513  -0.232
F: -4.360 -3.085 -2.193  -0.304
F: -2.305 -3.632 -2.570  -0.222
C: -1.926 -4.021 0.424  0.125
P: -0.326 -3.466 -0.373  0.619
C: 0.924 -4.762 -0.031  -1.326
O: 0.162 -2.219 0.629  -0.584
C: -2.020 -4.616 1.698  1.437
C: -0.784 -4.878 2.509  -2.088
C: -3.285 -4.901 2.202  0.432
C: -3.512 -5.522 3.550  -0.092
O: -2.806 -6.381 4.018  -0.557
H: -6.002 -0.802 6.940  0.422
H: -7.568 -4.641 7.565  0.356
H: -7.661 -4.449 5.841  0.375
H: -5.439 -5.491 7.624  0.410
H: -6.144 -6.338 6.287  0.354
H: -3.761 -5.555 6.058  0.373
H: -4.291 -3.891 6.015  0.403
H: -6.710 -4.341 4.008  0.296
H: -5.234 -3.778 -0.312  0.599
H: 1.233 -4.830 1.007  0.329
H: 1.809 -4.498 -0.602  0.390
H: 0.510 -5.712 -0.358  0.386
H: -0.629 -1.748 0.924  0.340
H: -0.230 -5.693 2.056  0.290
H: -1.010 -5.170 3.525  0.440
H: -0.166 -3.983 2.545  0.468
C: -1.016 -0.552 -3.403  -0.584
O: 0.069 0.131 -4.003  -0.356
C: -0.304 1.137 -4.935  -0.798
C: 0.015 2.513 -4.391  -0.047
N: -0.864 2.854 -3.280  -0.275
C: -0.466 4.046 -2.535  -1.018
C: 0.874 4.024 -1.808  0.209
O: 0.926 3.129 -0.707  -0.467
C: 1.230 1.784 -1.027  -0.386
H: -0.604 -1.389 -2.843  0.055
H: -1.566 0.093 -2.712  0.332
H: -1.707 -0.941 -4.158  0.376
H: -1.361 1.056 -5.203  0.385
H: 0.286 0.974 -5.842  0.405
H: -0.115 3.254 -5.185  0.402
H: 1.075 2.512 -4.101  0.065
H: -0.897 2.073 -2.638  -0.014
H: -1.243 4.230 -1.787  0.393
H: -0.477 4.901 -3.218  0.396
H: 1.028 5.018 -1.386  0.159
H: 1.717 3.849 -2.484  0.121
H: 1.898 1.712 -1.889  0.254
H: 0.327 1.198 -1.220  0.082
H: 1.729 1.344 -0.163  0.285
C: 6.953 3.765 0.526  -0.696
O: 7.223 5.077 0.073  -0.342
C: 8.030 5.143 -1.097  -0.797
C: 7.232 5.637 -2.285  -0.200
N: 6.256 4.645 -2.716  -0.293
C: 5.291 5.127 -3.700  -0.772
C: 4.347 6.256 -3.297  -0.532
O: 3.395 5.897 -2.314  -0.339
C: 3.843 5.973 -0.972  -0.687
H: 6.481 3.849 1.503  0.239
H: 6.269 3.231 -0.143  0.282
H: 7.874 3.184 0.631  0.339
H: 8.491 4.175 -1.311  0.404
H: 8.831 5.859 -0.894  0.392
H: 7.918 5.840 -3.112  0.383
H: 6.764 6.587 -1.994  0.177
H: 5.750 4.311 -1.906  0.055
H: 4.673 4.272 -3.987  0.381
H: 5.838 5.436 -4.596  0.423
H: 3.767 6.521 -4.185  0.356
H: 4.883 7.165 -2.996  0.369
H: 4.575 6.773 -0.832  0.369
H: 4.269 5.024 -0.633  0.192
H: 2.976 6.181 -0.346  0.309